(1)
{
  "formula": "C18H18F3N2",
  "method": "ωB97M-V/def2-TZVPD",
  "homo_lumo_gap_ev": 6.102,
  "charge": 1,
  "homo_ev": -11.90,
  "lumo_energy_ha": -0.21326,
  "species": ["F", "C", "C", "C", "F", "C", "C", "C", "C", "C", "C", "C", "C", "F", "C", "C", "H", "H", "H", "H", "H", "H", "H", "H", "C", "C", "N", "C", "C", "C", "N", "H", "H", "H", "H", "H", "H", "H", "H", "H", "H"],
  "xyz": [[0.51, -4.16, 1.76], [0.63, -2.90, 2.32], [0.11, -2.70, 3.59], [0.25, -1.41, 4.11], [-0.26, -1.16, 5.37], [0.85, -0.38, 3.42], [1.34, -0.59, 2.09], [1.85, 0.54, 1.39], [2.86, 0.59, 0.39], [3.60, 1.81, 0.24], [4.46, 2.02, -0.82], [4.66, 1.02, -1.78], [4.02, -0.20, -1.59], [4.23, -1.20, -2.51], [3.18, -0.46, -0.52], [1.24, -1.91, 1.56], [-0.38, -3.50, 4.15], [0.94, 0.61, 3.87], [1.57, 1.51, 1.83], [3.44, 2.59, 0.99], [4.99, 2.97, -0.91], [5.31, 1.17, -2.65], [2.73, -1.44, -0.42], [1.57, -2.13, 0.56], [0.62, 3.28, -0.67], [-0.51, 2.28, -0.54], [-0.35, 1.17, 0.10], [-1.60, 0.42, 0.31], [-2.55, 0.43, -0.88], [-2.84, 1.85, -1.33], [-1.66, 2.68, -1.13], [0.39, 4.01, -1.46], [0.76, 3.81, 0.28], [1.55, 2.76, -0.92], [-1.30, -0.60, 0.56], [-2.16, 0.84, 1.17], [-2.09, -0.12, -1.70], [-3.48, -0.06, -0.61], [-3.11, 1.87, -2.39], [-3.68, 2.26, -0.75], [-1.66, 3.60, -1.54]],
  "mulliken_charge": [-0.303, 0.271, -0.628, 0.317, -0.294, -0.695, 1.021, -0.478, 1.234, -0.617, -0.399, -0.527, 0.117, -0.296, -0.727, -0.761, 0.507, 0.478, 0.252, 0.423, 0.408, 0.474, 0.387, 0.634, -0.913, 0.444, 0.000, -0.679, -0.619, -0.667, -0.182, 0.413, 0.189, 0.078, 0.267, 0.265, 0.320, 0.366, 0.332, 0.358, 0.230]
}



(2)
{
  "formula": "C18H18N6O4",
  "method": "ωB97M-V/def2-TZVPD",
  "homo_lumo_gap_ev": 8.516,
  "homo_ev": -8.86,
  "smiles": "CN1C(=O)[C@@H]2NC(c3ccc(OCC(=O)n4ccnc4)cc3)=N[C@H]2N(C)C1=O",
  "lumo_energy_ha": -0.01269,
  "species": ["C", "N", "C", "O", "C", "N", "C", "C", "C", "C", "C", "O", "C", "C", "O", "N", "C", "C", "N", "C", "C", "C", "N", "C", "N", "C", "C", "O", "H", "H", "H", "H", "H", "H", "H", "H", "H", "H", "H", "H", "H", "H", "H", "H", "H", "H"],
  "xyz": [[-3.60, 4.78, 4.66], [-3.04, 4.02, 3.46], [-2.65, 2.68, 3.61], [-2.31, 2.18, 4.71], [-2.25, 1.91, 2.34], [-1.39, 0.76, 2.23], [-0.41, 0.81, 1.17], [0.33, -0.25, 0.51], [0.86, 0.14, -0.75], [1.29, -0.67, -1.70], [1.32, -2.03, -1.37], [1.99, -2.85, -2.22], [3.32, -2.44, -2.56], [4.10, -3.67, -2.71], [5.17, -3.78, -2.11], [3.55, -4.79, -3.31], [2.30, -5.06, -4.00], [2.22, -6.43, -4.28], [3.36, -6.99, -3.80], [4.08, -6.03, -3.22], [0.62, -2.54, -0.21], [0.08, -1.64, 0.74], [-0.52, 1.97, 0.70], [-1.35, 2.87, 1.55], [-2.13, 4.13, 1.21], [-2.32, 4.47, -0.20], [-2.97, 4.59, 2.21], [-3.45, 5.75, 2.08], [-2.90, 5.58, 5.04], [-4.58, 5.14, 4.58], [-3.62, 4.11, 5.52], [-3.20, 1.71, 1.87], [-1.25, 0.33, 3.07], [0.85, 1.23, -0.99], [1.50, -0.29, -2.65], [3.75, -1.88, -1.74], [3.32, -1.78, -3.45], [1.56, -4.30, -4.40], [1.35, -6.72, -4.77], [5.00, -6.35, -2.81], [0.48, -3.65, -0.14], [-0.79, -1.87, 1.40], [-0.67, 3.30, 2.37], [-3.36, 4.30, -0.53], [-1.72, 3.80, -0.78], [-1.94, 5.49, -0.35]],
  "mulliken_charge": [-0.991, 0.140, 0.533, -0.640, 0.004, -0.301, 0.437, -0.105, -0.372, -0.020, 0.210, -0.273, -0.437, 0.501, -0.577, 0.105, -0.219, -0.296, -0.658, -0.103, -0.778, -0.587, -0.443, -0.277, 0.176, -1.043, 0.321, -0.691, 0.302, 0.352, 0.386, 0.321, 0.266, 0.324, 0.506, 0.465, 0.303, 0.276, 0.384, 0.449, 0.381, 0.372, 0.291, 0.301, 0.414, 0.293]
}



(3)
{
  "formula": "C18H18O7",
  "method": "ωB97M-V/def2-TZVPD",
  "homo_lumo_gap_ev": 8.496,
  "homo_ev": -9.48,
  "smiles": "CCC[C@H]1O[C@H](CC(=O)O)C[C@]23O[C@]12C(=O)c1c(O)cccc1C3=O",
  "lumo_energy_ha": -0.03625,
  "species": ["C", "C", "C", "C", "O", "C", "C", "C", "O", "O", "C", "C", "O", "C", "C", "O", "C", "C", "O", "C", "C", "C", "C", "C", "O", "H", "H", "H", "H", "H", "H", "H", "H", "H", "H", "H", "H", "H", "H", "H", "H", "H", "H"],
  "xyz": [[3.16, 2.15, 1.21], [1.90, 1.53, 1.85], [1.38, 0.38, 0.98], [0.03, 0.02, 1.53], [-0.83, 1.20, 1.66], [-1.36, 1.87, 0.53], [-2.10, 3.01, 1.03], [-1.22, 4.14, 1.59], [-0.31, 4.46, 0.89], [-1.46, 4.76, 2.76], [-2.34, 0.86, -0.07], [-1.68, -0.49, -0.31], [-2.04, -1.38, 0.80], [-0.67, -1.11, 0.74], [0.19, -2.33, 0.28], [0.95, -2.79, 1.14], [0.25, -2.83, -1.08], [1.03, -3.95, -1.58], [2.05, -4.58, -0.87], [0.99, -4.29, -2.92], [0.24, -3.69, -3.85], [-0.64, -2.73, -3.40], [-0.68, -2.33, -2.10], [-1.72, -1.23, -1.74], [-2.70, -1.03, -2.49], [4.06, 1.43, 1.23], [3.07, 2.37, 0.20], [3.36, 3.08, 1.77], [2.08, 1.14, 2.83], [1.18, 2.38, 1.88], [2.04, -0.49, 0.96], [1.32, 0.78, 0.00], [0.22, -0.46, 2.53], [-0.63, 2.12, -0.21], [-2.72, 3.52, 0.15], [-2.73, 2.71, 1.83], [-0.63, 5.14, 2.89], [-3.26, 0.73, 0.59], [-2.72, 1.27, -1.09], [1.99, -4.25, -0.01], [1.68, -5.06, -3.19], [0.49, -3.96, -4.84], [-1.21, -2.10, -4.10]],
  "mulliken_charge": [-1.448, 0.138, -1.117, -0.276, -0.437, 0.499, -0.748, 0.384, -0.530, -0.465, -1.162, 0.295, -0.690, 1.472, 0.511, -0.746, 0.436, -0.153, -0.562, -0.462, -0.728, -0.411, 0.487, -0.132, -0.608, 0.325, 0.409, 0.383, 0.323, -0.039, 0.707, 0.328, 0.344, 0.341, 0.302, 0.386, 0.359, 0.341, 0.361, 0.355, 0.414, 0.419, 0.395]
}



(4)
{
  "formula": "C18H19AlF6N4O6PS5",
  "method": "ωB97M-V/def2-TZVPD",
  "homo_lumo_gap_ev": [5.878, 7.434],
  "spin_multiplicity": 2,
  "homo_ev": [-6.00, -7.71],
  "lumo_energy_ha": [-0.00461, -0.01033],
  "species": ["Al", "F", "C", "F", "F", "S", "O", "O", "N", "S", "O", "O", "C", "F", "F", "F", "C", "C", "O", "P", "S", "S", "O", "C", "C", "H", "H", "H", "H", "H", "H", "H", "H", "H", "H", "N", "C", "C", "C", "C", "C", "C", "S", "N", "C", "C", "C", "C", "C", "C", "N", "H", "H", "H", "H", "H", "H", "H", "H", "H"],
  "xyz": [[1.38, -0.21, -0.28], [2.31, 4.47, -2.34], [3.35, 3.80, -1.82], [4.04, 4.68, -1.06], [4.14, 3.44, -2.84], [4.08, 1.00, -1.44], [3.10, 0.07, -0.79], [5.21, 1.26, -0.61], [2.95, 2.64, -1.13], [2.18, 2.77, 0.27], [1.37, 1.57, 0.46], [1.52, 4.02, 0.40], [3.40, 2.69, 1.69], [3.72, 1.45, 1.97], [4.47, 3.42, 1.43], [2.75, 3.23, 2.73], [-4.67, -0.03, 3.06], [-3.42, -0.88, 3.26], [-2.23, -0.09, 3.38], [-1.69, 0.81, 2.13], [-0.74, -0.77, 0.94], [1.13, -1.12, 1.78], [-0.38, 1.40, 2.85], [-0.37, 2.72, 3.41], [-1.46, 2.93, 4.45], [-5.55, -0.66, 3.04], [-4.60, 0.52, 2.12], [-4.76, 0.69, 3.87], [-3.30, -1.59, 2.43], [-3.48, -1.45, 4.18], [-0.45, 3.46, 2.60], [0.61, 2.83, 3.86], [-2.44, 2.85, 3.98], [-1.36, 3.91, 4.90], [-1.38, 2.16, 5.22], [0.14, -3.00, -3.02], [-0.21, -4.11, -2.23], [-1.30, -4.91, -2.55], [-1.63, -5.99, -1.74], [-0.90, -6.25, -0.59], [0.19, -5.45, -0.27], [0.53, -4.40, -1.10], [1.93, -3.36, -0.79], [1.25, -1.87, -1.27], [0.51, -1.83, -2.37], [0.09, -0.56, -2.79], [-0.54, -0.27, -4.02], [-0.90, 1.00, -4.33], [-0.67, 2.02, -3.38], [-0.07, 1.70, -2.20], [0.36, 0.46, -1.88], [-0.47, -2.86, -3.81], [-1.89, -4.70, -3.44], [-2.48, -6.61, -2.00], [-1.17, -7.08, 0.05], [0.77, -5.63, 0.63], [-0.71, -1.07, -4.74], [-1.36, 1.24, -5.28], [-0.97, 3.04, -3.57], [0.06, 2.46, -1.44]],
  "lowdin_spin": [0.018, 0.000, 0.000, 0.000, 0.000, 0.000, 0.004, 0.000, 0.000, 0.000, 0.000, 0.000, 0.000, 0.000, 0.000, 0.000, 0.000, 0.000, 0.001, 0.001, 0.007, 0.002, 0.000, 0.000, 0.000, 0.000, 0.000, 0.000, 0.000, 0.000, 0.000, 0.000, 0.000, 0.000, 0.000, 0.052, 0.005, 0.005, 0.000, 0.006, 0.001, 0.011, 0.020, 0.132, 0.145, 0.149, 0.046, 0.077, 0.108, 0.027, 0.173, 0.001, 0.000, 0.000, 0.000, 0.000, 0.001, 0.003, 0.006, -0.001]
}



(5)
{
  "formula": "C18H19BN6Ti",
  "method": "ωB97M-V/def2-TZVPD",
  "homo_lumo_gap_ev": [6.982, 6.668],
  "spin_multiplicity": 3,
  "homo_ev": [-6.88, -7.03],
  "lumo_energy_ha": [0.00380, -0.01320],
  "species": ["H", "N", "B", "N", "C", "Ti", "H", "C", "H", "C", "H", "C", "H", "H", "H", "N", "N", "N", "N", "C", "C", "H", "H", "C", "C", "C", "C", "H", "H", "H", "H", "H", "C", "C", "C", "C", "C", "C", "C", "C", "H", "H", "H", "H", "H"],
  "xyz": [[-3.88, -0.59, 1.61], [-2.13, -0.20, 0.39], [-0.59, 0.15, -1.73], [-1.93, -0.19, -0.97], [-3.12, -0.32, -1.59], [-1.08, 0.80, 1.98], [-3.20, -0.22, -2.66], [-4.11, -0.52, -0.63], [-5.16, -0.66, -0.79], [-3.46, -0.46, 0.61], [-0.99, 0.62, -2.81], [3.69, -1.18, 1.17], [4.66, -0.69, 1.31], [3.31, -0.98, 0.17], [3.93, -2.24, 1.27], [0.44, -0.99, -2.30], [-0.02, 1.41, -0.97], [1.13, -1.94, -1.57], [0.02, 1.62, 0.39], [0.78, -1.14, -3.62], [0.36, 2.55, -1.58], [0.33, -0.53, -4.39], [0.32, 2.64, -2.65], [1.74, -2.14, -3.74], [0.75, 3.48, -0.63], [1.93, -2.61, -2.41], [0.58, 2.85, 0.61], [2.23, -2.49, -4.62], [1.14, 4.46, -0.80], [2.63, -3.39, -2.10], [0.83, 3.20, 1.61], [3.44, -1.06, 3.02], [2.77, -0.77, 2.24], [1.57, -0.28, 2.30], [0.46, -0.07, 3.19], [-0.63, -0.98, 3.07], [-1.86, -0.69, 3.66], [-2.16, 0.63, 4.00], [-1.13, 1.60, 4.06], [0.19, 1.24, 3.72], [-0.48, -1.90, 2.51], [-2.51, -1.55, 3.83], [-3.18, 0.92, 4.26], [-1.35, 2.59, 4.45], [1.01, 1.96, 3.75]],
  "lowdin_spin": [0.004, 0.011, 0.002, 0.007, 0.009, 1.570, 0.001, 0.005, 0.000, 0.019, 0.000, -0.006, 0.001, -0.001, 0.001, 0.000, 0.008, 0.000, 0.008, 0.000, 0.006, 0.000, 0.000, 0.000, 0.005, 0.000, 0.020, 0.000, 0.000, 0.000, 0.005, -0.011, -0.028, -0.155, 0.074, 0.077, 0.076, 0.064, 0.114, 0.085, 0.006, 0.003, 0.003, 0.011, 0.007]
}



no.,molecular weight (g mol⁻¹)
1,319.350
2,382.380
3,346.335
4,719.651
5,378.071